[1]
This record from the Open Molecules 2025 dataset describes a cluster of 2 separate species, C5H10O2 in total. The level of theory is wB97M-V/def2-TZVPD.

Geometry as XYZ:
```
17
Properties=species:S:1:pos:R:3:mulliken_charge:R:1
O 3.085 -0.557 0.593 -0.519
O 1.130 -1.613 0.227 -0.372
C -2.047 -0.690 -0.384 -1.119
C 2.162 -0.829 -0.126 0.199
C 0.884 1.544 0.472 -1.022
C -0.246 0.851 0.581 -0.124
C -1.183 0.560 -0.565 -0.180
H -1.841 1.432 -0.683 0.320
H -0.607 0.484 -1.498 0.251
H -0.546 0.471 1.560 0.333
H 2.038 -0.498 -1.167 0.394
H -2.755 -0.788 -1.214 0.339
H 1.533 1.729 1.323 0.307
H -1.436 -1.598 -0.351 0.235
H -2.628 -0.632 0.545 0.310
H 1.231 -1.787 1.178 0.301
H 1.226 1.922 -0.492 0.346
```

## Properties
Frontier orbital gap, eV: 10.46
ΔE to the lowest compared entry with this formula, charge and spin, kJ/mol: 158.61
Structure (SMILES): C=CCC.O=CO
LUMO energy, eV: 0.88

[2]
This record from the Open Molecules 2025 dataset describes a cluster of 2 separate species, C5H10O2 in total at a distorted geometry. The level of theory is wB97M-V/def2-TZVPD.

Geometry as XYZ:
```
17
Properties=species:S:1:pos:R:3:mulliken_charge:R:1
O -0.854 -1.423 0.134 -0.386
O -0.108 1.514 -0.411 -0.353
C 0.892 0.687 0.079 -0.325
C -0.568 1.300 -1.752 -0.819
C 1.543 -1.102 1.736 -1.199
C 0.691 0.011 1.206 0.154
C -1.717 -0.667 -0.229 -0.292
H -0.265 0.332 -2.175 0.390
H 2.105 -0.768 2.610 0.337
H -2.109 0.157 0.402 0.328
H -0.211 0.232 1.778 0.319
H 0.910 -1.943 2.053 0.283
H -2.140 -0.773 -1.239 0.347
H 1.779 0.563 -0.547 0.333
H -0.196 2.107 -2.382 0.279
H -1.671 1.342 -1.780 0.290
H 2.233 -1.488 0.978 0.315
```

## Properties
Frontier orbital gap, eV: 9.17
ΔE to the lowest compared entry with this formula, charge and spin, kJ/mol: 362.10
Structure (SMILES): C/C=C/OC.C=O
LUMO energy, eV: 0.86

[3]
This record from the Open Molecules 2025 dataset describes a cluster of 2 separate species, C5H10O2 in total at a distorted geometry. The level of theory is wB97M-V/def2-TZVPD.

Geometry as XYZ:
```
17
Properties=species:S:1:pos:R:3:mulliken_charge:R:1
O -2.776 -2.057 0.622 -0.649
O 0.223 -1.881 0.124 -0.475
C 0.682 -0.084 -1.304 -0.519
C 1.025 2.853 0.706 -0.829
C 1.081 -1.131 -0.266 -0.139
C 0.610 1.603 0.573 -0.001
C -0.121 1.000 -0.552 -0.252
H -1.801 -2.155 0.666 0.395
H 0.106 -0.576 -2.075 0.348
H -1.027 0.515 -0.196 0.016
H 0.878 0.977 1.427 0.282
H 2.052 -1.048 0.228 0.411
H -2.823 -1.172 0.185 0.317
H 1.665 3.245 1.480 0.264
H 1.619 0.351 -1.668 0.279
H 0.749 3.619 -0.021 0.245
H -0.351 1.775 -1.292 0.307
```

## Properties
Frontier orbital gap, eV: 10.78
ΔE to the lowest compared entry with this formula, charge and spin, kJ/mol: 212.83
Structure (SMILES): C=CCCC=O.O
LUMO energy, eV: 0.70

[4]
This record from the Open Molecules 2025 dataset describes an isolated molecule of C5H10O2. The level of theory is wB97M-V/def2-TZVPD.

Geometry as XYZ:
```
17
Properties=species:S:1:pos:R:3:mulliken_charge:R:1
O 1.146 -0.807 0.330 -0.494
O -0.718 0.706 1.613 -0.588
C 2.089 0.186 0.691 -0.742
C -1.981 -0.456 -0.229 -0.779
C -0.771 0.179 -0.886 0.009
C 0.551 -0.574 -0.942 -0.673
C -1.359 0.760 0.379 -0.136
H 2.966 0.154 0.029 0.327
H 1.259 -0.031 -1.584 0.407
H -1.889 1.702 0.281 0.403
H -0.131 -0.066 1.570 0.403
H -0.976 0.744 -1.796 0.382
H 0.398 -1.562 -1.391 0.335
H -1.803 -1.392 0.298 0.248
H 1.647 1.191 0.674 0.334
H -2.949 -0.391 -0.720 0.294
H 2.407 -0.037 1.713 0.271
```

## Properties
Frontier orbital gap, eV: 10.30
ΔE to the lowest compared entry with this formula, charge and spin, kJ/mol: 259.50
Structure (SMILES): COC[C@H]1C[C@H]1O
LUMO energy, eV: 1.02

[5]
This record from the Open Molecules 2025 dataset describes an isolated molecule of C5H10O2 at a distorted geometry. The level of theory is wB97M-V/def2-TZVPD.

Geometry as XYZ:
```
17
Properties=species:S:1:pos:R:3:mulliken_charge:R:1
O -0.067 0.805 0.604 -0.538
O 2.172 2.074 0.243 -0.548
C 1.169 0.006 -0.324 -0.135
C -1.187 0.492 -0.147 -0.494
C 2.320 0.684 0.317 -0.487
C -0.928 -0.924 -0.278 0.086
C -2.168 -1.614 0.010 -1.035
H -1.905 -2.242 0.861 0.260
H 1.358 -1.081 -0.347 0.351
H 2.384 0.331 1.356 0.275
H 3.248 0.385 -0.198 0.354
H 1.270 2.282 0.540 0.386
H -2.359 -2.224 -0.876 0.311
H -2.058 0.783 0.443 0.386
H 1.088 0.336 -1.373 0.243
H -3.065 -1.048 0.309 0.336
H -1.274 0.957 -1.139 0.249
```

## Properties
Frontier orbital gap, eV: 8.64
ΔE to the lowest compared entry with this formula, charge and spin, kJ/mol: 721.80
LUMO energy, eV: 0.03

[6]
This record from the Open Molecules 2025 dataset describes an isolated molecule of C5H10O2. The level of theory is wB97M-V/def2-TZVPD.

Geometry as XYZ:
```
17
Properties=species:S:1:pos:R:3:mulliken_charge:R:1
O 0.576 -1.121 -1.440 -0.655
O -1.261 0.370 -0.525 -0.458
C -0.288 -1.432 1.151 -0.628
C 1.468 -0.606 -0.487 -0.619
C 0.778 -0.413 0.857 -0.066
C -0.678 -0.033 0.725 -0.125
C -1.030 1.752 -0.803 -0.647
H -0.505 -1.665 2.191 0.262
H -1.472 2.014 -1.773 0.232
H 1.894 0.352 -0.810 0.272
H -1.138 0.549 1.509 0.439
H -0.216 -0.537 -1.443 0.457
H 1.368 0.017 1.669 0.356
H -0.321 -2.287 0.486 0.226
H -1.519 2.366 -0.041 0.316
H 2.301 -1.311 -0.421 0.377
H 0.043 1.982 -0.845 0.262
```

## Properties
Frontier orbital gap, eV: 10.60
ΔE to the lowest compared entry with this formula, charge and spin, kJ/mol: 273.56
Structure (SMILES): CO[C@H]1C[C@H]1CO
LUMO energy, eV: 0.98

[7]
This record from the Open Molecules 2025 dataset describes a cluster of 2 separate species, C5H10O2 in total at a distorted geometry. The level of theory is wB97M-V/def2-TZVPD.

Geometry as XYZ:
```
17
Properties=species:S:1:pos:R:3:mulliken_charge:R:1
O -0.348 -0.307 -1.484 -0.527
O 0.152 -2.691 1.037 -0.661
C -0.193 0.499 -0.362 0.271
C -1.265 0.160 1.884 -0.946
C 0.786 1.369 -0.319 -0.224
C -1.322 0.359 0.563 -0.053
C 1.843 1.459 -1.392 -1.103
H 0.911 2.110 0.458 0.391
H 0.081 -1.763 1.302 0.340
H 1.556 2.094 -2.234 0.281
H 2.188 0.490 -1.745 0.280
H 2.708 1.963 -0.960 0.350
H 1.109 -2.788 0.898 0.337
H -0.408 0.458 2.483 0.314
H -2.181 -0.148 2.380 0.259
H -2.310 0.467 0.127 0.297
H -0.329 -1.215 -1.142 0.394
```

## Properties
Frontier orbital gap, eV: 9.79
ΔE to the lowest compared entry with this formula, charge and spin, kJ/mol: 243.78
Structure (SMILES): C=C/C(O)=C/C.O
LUMO energy, eV: 0.77

[8]
This record from the Open Molecules 2025 dataset describes an isolated molecule of C5H10O2. The level of theory is wB97M-V/def2-TZVPD.

Geometry as XYZ:
```
17
Properties=species:S:1:pos:R:3:mulliken_charge:R:1
O -0.456 -0.234 -0.731 -0.036
O 2.284 0.749 0.161 -0.576
C 0.852 -1.060 -0.892 -0.585
C -1.889 0.610 0.596 -0.445
C -0.681 1.140 -0.179 -0.304
C -1.402 -0.795 0.217 -0.262
C 1.798 -0.623 0.167 -0.526
H -1.902 0.830 1.664 0.253
H 0.195 1.436 0.399 0.288
H 1.374 -0.736 1.175 0.226
H -2.848 0.877 0.149 0.250
H -0.851 -1.317 1.001 0.227
H -2.079 -1.479 -0.295 0.289
H 1.186 -0.720 -1.884 0.217
H 2.577 0.914 -0.746 0.354
H -0.868 1.832 -1.003 0.263
H 2.655 -1.312 0.114 0.366
```

## Properties
Frontier orbital gap, eV: 7.90
ΔE to the lowest compared entry with this formula, charge and spin, kJ/mol: 562.46
LUMO energy, eV: 0.81

[9]
This record from the Open Molecules 2025 dataset describes a cluster of 2 separate species, C5H10O2 in total. The level of theory is wB97M-V/def2-TZVPD.

Geometry as XYZ:
```
17
Properties=species:S:1:pos:R:3:mulliken_charge:R:1
O 2.495 -0.414 1.487 -0.420
O 0.426 -1.353 -0.817 -0.535
C 0.225 -0.205 -0.490 0.288
C 2.475 0.477 0.680 -0.012
C 1.389 0.768 -0.343 -0.448
C -2.327 -0.544 -0.298 -1.209
C -1.155 0.416 -0.448 -0.316
H -0.015 -1.137 1.719 0.045
H 3.317 1.200 0.629 0.345
H -1.184 0.890 -1.441 0.315
H -2.400 -0.934 0.722 0.328
H -2.216 -1.393 -0.976 0.285
H -1.205 1.241 0.274 0.328
H 0.499 -1.518 1.347 -0.032
H -3.266 -0.031 -0.529 0.361
H 1.877 0.732 -1.324 0.313
H 1.065 1.807 -0.192 0.363
```

## Properties
Frontier orbital gap, eV: 10.34
ΔE to the lowest compared entry with this formula, charge and spin, kJ/mol: 261.92
Structure (SMILES): CCC(=O)CC=O.[H][H]
LUMO energy, eV: 0.65

[10]
This record from the Open Molecules 2025 dataset describes an isolated molecule of C5H10O2 at a distorted geometry. The level of theory is wB97M-V/def2-TZVPD.

Geometry as XYZ:
```
17
Properties=species:S:1:pos:R:3:mulliken_charge:R:1
O 1.197 0.051 1.741 -0.372
O -0.915 0.456 -2.745 -0.525
C -0.327 0.496 -0.320 -0.001
C -0.183 -0.042 2.041 -0.473
C 0.051 0.212 -1.737 -0.579
C -1.020 -0.298 0.741 -0.604
C 1.359 -0.388 0.460 -0.496
H 1.201 -1.505 0.420 0.307
H -0.770 1.534 -0.307 0.233
H -0.955 -1.352 0.472 0.282
H -0.417 0.773 -3.511 0.345
H 2.402 -0.227 0.131 0.367
H -2.062 -0.044 0.975 0.364
H 0.444 -0.810 -1.752 0.208
H -0.347 -0.876 2.726 0.308
H -0.427 0.905 2.534 0.318
H 0.891 0.908 -1.884 0.320
```

## Properties
Frontier orbital gap, eV: 9.44
ΔE to the lowest compared entry with this formula, charge and spin, kJ/mol: 437.72
LUMO energy, eV: 0.85

[11]
This record from the Open Molecules 2025 dataset describes a cluster of 2 separate species, C5H10O2 in total. The level of theory is wB97M-V/def2-TZVPD.

Geometry as XYZ:
```
17
Properties=species:S:1:pos:R:3:mulliken_charge:R:1
O 0.701 0.871 -0.464 -0.333
O -1.011 -1.776 0.117 -0.173
C -2.005 0.453 0.416 -1.173
C 0.304 -1.592 0.098 -0.534
C 2.112 0.871 -0.545 -0.767
C 0.141 -0.350 -0.810 0.181
C -1.364 -0.514 -0.545 0.251
H -2.990 0.091 0.725 0.361
H 2.548 0.131 0.129 0.336
H -2.001 -0.716 -1.411 0.321
H 0.834 -0.409 2.630 0.178
H 2.455 1.863 -0.258 0.250
H 0.413 -0.643 -1.839 0.371
H -1.378 0.593 1.300 0.258
H 2.458 0.662 -1.564 0.313
H -2.124 1.424 -0.073 0.308
H 0.908 -0.956 2.094 -0.146
```

## Properties
Frontier orbital gap, eV: 9.27
ΔE to the lowest compared entry with this formula, charge and spin, kJ/mol: 555.94
LUMO energy, eV: 0.76

[12]
This record from the Open Molecules 2025 dataset describes an isolated molecule of C5H10O2 at a distorted geometry. The level of theory is wB97M-V/def2-TZVPD.

Geometry as XYZ:
```
17
Properties=species:S:1:pos:R:3:mulliken_charge:R:1
O -1.176 -2.299 -0.842 -0.550
O 1.092 -2.197 -1.085 -0.564
C -0.362 1.697 -0.883 -0.936
C -0.019 0.946 0.153 0.599
C 0.080 -0.461 0.478 -0.428
C -0.081 -1.425 -0.970 -0.055
C 0.288 1.728 1.677 -1.244
H 1.054 -2.638 -1.951 0.332
H -0.717 -0.782 1.153 0.314
H -0.395 2.780 -0.797 0.282
H -0.628 1.277 -1.847 0.237
H -1.038 -2.783 -0.012 0.325
H -0.222 -0.861 -1.895 0.360
H 1.274 2.188 1.593 0.306
H -0.491 2.481 1.817 0.378
H 0.271 1.062 2.542 0.340
H 1.069 -0.712 0.870 0.303
```

## Properties
Frontier orbital gap, eV: 10.47
ΔE to the lowest compared entry with this formula, charge and spin, kJ/mol: 275.82
Structure (SMILES): C=C(C)CC(O)O
LUMO energy, eV: 0.82

[13]
This record from the Open Molecules 2025 dataset describes a cluster of 2 separate species, C5H10O2 in total. The level of theory is wB97M-V/def2-TZVPD.

Geometry as XYZ:
```
17
Properties=species:S:1:pos:R:3:mulliken_charge:R:1
O -0.141 0.347 -1.527 -0.385
O 1.619 0.069 1.534 -0.435
C -0.857 -1.582 -0.310 -0.587
C -1.048 1.056 0.746 -1.218
C 2.041 -0.567 0.601 -0.144
C -0.445 1.417 -0.604 -0.131
C 0.010 -0.922 -1.074 -0.336
H -1.820 -1.153 -0.081 0.250
H 2.469 -0.084 -0.298 0.284
H 0.917 -1.393 -1.456 0.543
H -2.085 0.718 0.670 0.294
H 0.491 1.964 -0.432 0.270
H -1.115 2.075 -1.164 0.328
H -0.451 0.304 1.263 0.382
H -1.024 1.947 1.379 0.342
H -0.605 -2.524 0.160 0.256
H 2.045 -1.672 0.594 0.286
```

## Properties
Frontier orbital gap, eV: 9.74
ΔE to the lowest compared entry with this formula, charge and spin, kJ/mol: 337.81
Structure (SMILES): C=COCC.C=O
LUMO energy, eV: 0.70

[14]
This record from the Open Molecules 2025 dataset describes a cluster of 2 separate species, C5H10O2 in total. The level of theory is wB97M-V/def2-TZVPD.

Geometry as XYZ:
```
17
Properties=species:S:1:pos:R:3:mulliken_charge:R:1
O 1.293 -1.277 2.083 -0.651
O -1.790 0.429 0.947 -0.399
C -1.815 -0.299 -0.289 -0.544
C 1.861 -0.080 -0.777 -0.746
C -0.664 1.207 0.522 -0.499
C 0.615 -0.338 -1.167 -0.597
C -0.600 0.479 -0.833 0.612
H 2.689 -0.720 -1.068 0.284
H -0.855 1.126 -1.680 0.364
H 0.427 -1.209 -1.797 0.278
H -1.647 -1.373 -0.133 0.298
H 1.059 -1.376 1.151 0.354
H 0.205 1.058 1.175 0.125
H 2.109 0.777 -0.154 0.239
H -2.755 -0.157 -0.834 0.278
H -0.898 2.277 0.482 0.272
H 0.767 -0.525 2.371 0.333
```

## Properties
Frontier orbital gap, eV: 10.88
ΔE to the lowest compared entry with this formula, charge and spin, kJ/mol: 278.76
Structure (SMILES): C=CC1COC1.O
LUMO energy, eV: 0.88

[15]
This record from the Open Molecules 2025 dataset describes an isolated molecule of C5H10O2. The level of theory is wB97M-V/def2-TZVPD.

Geometry as XYZ:
```
17
Properties=species:S:1:pos:R:3:mulliken_charge:R:1
O -1.033 1.126 1.682 -0.238
O 0.471 -0.543 -1.044 -0.279
C 0.036 -0.906 -2.331 -0.756
C 1.152 -0.014 1.588 -1.180
C 0.181 0.913 0.873 0.218
C -0.341 0.459 -0.503 -0.537
C -1.879 0.155 1.840 -0.300
H 0.014 -0.032 -2.999 0.307
H 1.451 0.436 2.541 0.385
H 0.743 -1.641 -2.716 0.237
H 2.044 -0.160 0.974 0.336
H 0.714 -0.997 1.781 0.278
H -0.415 1.321 -1.183 0.357
H -0.972 -1.349 -2.308 0.311
H -1.373 0.093 -0.384 0.353
H -1.417 -0.772 1.383 0.198
H 0.624 1.910 0.805 0.310
```

## Properties
Frontier orbital gap, eV: 9.30
ΔE to the lowest compared entry with this formula, charge and spin, kJ/mol: 472.22
LUMO energy, eV: 0.81